Molecular formula: C2ClN5
Method: DFT, the ωB97M-V functional and the def2-TZVPD basis

Each line ends with the natural charge from an NBO analysis.
Atoms and positions in Å:
N  -1.83143  1.55592  -1.49639  -0.377
N  0.97252  -0.86891  -0.55292  -0.190
C  0.60755  0.20840  0.24885  0.240
N  -0.30861  -0.28087  1.20284  -0.156
N  0.37945  -1.86183  -0.09486  0.050
C  -1.00858  1.21734  -0.79782  0.231
N  -0.44553  -1.48928  0.96007  0.005
Cl  1.63463  1.51924  0.53023  0.197

## Properties
energy relative to the best compared isomer or geometry (same formula, charge and spin): 66.64 kcal per mole
net charge: 0
gap between HOMO and LUMO (alpha / beta): 8.09 / 8.10 eV
lowest unoccupied orbital energy (alpha / beta): -3.974 / -3.975 eV

Molecular formula: C2ClN5
Method: DFT, the ωB97M-V functional and the def2-TZVPD basis

Each line ends with the natural charge from an NBO analysis.
Atoms and positions in Å:
Cl  3.24578  0.15599  -0.11253  0.144
N  0.45959  1.96832  -0.23296  -0.352
N  -2.89333  -1.04745  -0.56296  0.027
C  2.06090  -0.95972  0.29067  0.191
C  -0.49354  1.35870  -0.04472  0.402
N  1.31067  -1.77298  0.51149  -0.333
N  -1.42198  0.49253  0.32665  -0.367
N  -2.26810  -0.19538  -0.17565  0.290

## Properties
energy relative to the best compared isomer or geometry (same formula, charge and spin): 9.90 kcal per mole
net charge: 0
gap between HOMO and LUMO: 10.95 eV
lowest unoccupied orbital energy: 0.210 eV